This record from OMol25 describes C6H8N2 in the gas phase in a non-equilibrium geometry. The level of theory is the ωB97M-V functional and the def2-TZVPD basis.

Geometry as XYZ:
```
16
C6H8N2 the ωB97M-V functional and the def2-TZVPD basis
C 0.88696 1.56472 -1.50630
C 0.14651 0.71585 -0.57504
C -0.90884 -0.61899 1.39469
C -0.07546 -1.20197 0.39357
C 1.26411 -1.68827 0.00557
C 0.86024 -0.20752 0.11945
H 1.98357 1.76971 -1.05327
H 0.40531 2.30283 -1.99022
H 0.99081 0.98878 -2.39182
H -1.34938 -0.87084 2.26392
H -1.10524 -1.30281 -0.39177
H 1.61062 -2.21513 -0.78582
H 1.79752 -2.21160 0.95639
H 1.29031 0.11495 1.04422
N -1.10008 0.97009 -0.28944
N -1.56630 0.46436 0.76898
```

Results
Energy relative to the best compared isomer or geometry (same formula, charge and spin) (kcal/mol): 177.67
SMILES: CC1=NN=C[C@@H]2C[C@@H]12
Gap between HOMO and LUMO (eV): 8.73
Maximum force (eV/Å): 7.40
DFT total energy (eV): -9324.003
Multiplicity: 1

The molecule's Mulliken atomic charges, reported in e, are given here:
1. C -1.25
2. C 0.70
3. C -0.76
4. C 0.24
5. C -0.68
6. C -0.05
7. H 0.22
8. H 0.50
9. H 0.33
10. H 0.56
11. H 0.26
12. H 0.35
13. H 0.20
14. H 0.26
15. N -0.32
16. N -0.56